(1)
Computed, not measured: 4 unconnected molecules or ions with the total composition C43H39Cl2F2I2NO17P2SSi, with wB97M-V/def2-TZVPD.

Geometry as XYZ:
```
110
Properties=species:S:1:pos:R:3:forces:R:3:mulliken_charge:R:1
C -5.51402 0.97108 5.65668 -1.3014 1.5128 -0.2860 -0.91
C -6.24553 1.72040 4.41945 2.0308 -1.0577 -1.7614 0.14
Cl -7.82753 2.55439 4.73677 2.1305 -1.0422 -0.5709 -0.17
C -5.63539 1.66479 3.13233 -2.2797 1.0225 3.2046 0.13
Cl -4.04708 0.71788 3.03499 -1.7967 1.1125 -0.2955 -0.13
N -6.27901 2.31089 1.96861 1.6738 -0.9301 0.0827 0.10
C -5.45010 3.37293 1.30476 0.3653 0.9442 0.0941 0.08
O -5.47044 4.58561 1.56309 0.2305 -4.9118 -1.1527 -0.46
C -4.67062 2.50595 0.22537 2.0700 -3.2978 -4.0615 0.05
C -3.39533 2.72658 -0.61697 -2.4031 -1.7482 0.5474 -0.45
P -2.46887 4.38101 -0.37372 0.6013 -1.2936 -1.4948 -0.17
P -1.85645 4.53614 1.73174 -1.9651 2.6433 5.0464 0.98
O -2.77794 5.48195 2.54381 2.3024 -2.1725 -2.4000 -0.64
O -0.30106 5.28723 1.76140 -2.1563 -1.4405 -0.6596 -0.50
O -1.86686 3.02693 2.53249 1.0747 2.2592 -1.5843 -0.36
C -2.87978 1.65357 -1.65798 -1.9008 0.1810 2.4250 0.72
S -1.30821 2.14346 -2.52247 -0.5096 -0.6911 0.2373 -0.13
C -3.63082 0.28919 -1.91945 -1.9711 2.6872 2.0960 -0.04
C -3.09367 -0.75058 -2.99428 0.9655 -0.2407 -0.2875 1.10
F -2.61886 -0.05445 -4.17695 -0.9471 -1.2116 2.6314 -0.32
F -4.06107 -1.65490 -3.52613 1.0889 1.9851 1.1187 -0.25
C -1.96151 -1.63531 -2.28311 0.5828 -0.6517 0.0550 -0.99
C -0.48319 -1.52059 -2.88812 0.1852 -0.8569 0.2912 -0.31
Si 0.85840 -1.40056 -1.47735 0.6428 0.7892 -0.1856 0.21
C 0.35846 -0.17342 -0.07808 0.3276 0.2636 0.9068 -0.55
C 1.22411 -3.07900 -0.64011 0.0976 -0.2671 0.5031 -0.73
C 2.43202 -0.63995 -2.33037 3.1140 1.5291 -1.6373 0.50
C 3.20451 -1.45859 -3.43536 1.2655 3.0491 0.8891 -0.13
C 4.49195 -0.91689 -4.13663 -2.2298 2.7889 3.3863 -0.72
C 4.98834 0.50687 -3.68415 -2.6443 -1.3690 1.1068 -0.20
C 4.20882 1.34765 -2.60857 -1.3427 -2.8029 -0.6064 -0.23
C 2.92483 0.80206 -1.91780 2.1069 -2.6361 -3.0511 -0.26
C -4.91136 0.00747 -1.04724 1.5898 2.9572 0.4180 1.22
C -5.79457 -1.30734 -1.07361 -1.8969 1.4088 0.4697 -1.32
I -4.72180 -3.17127 -0.65027 -0.2624 0.7594 0.1618 0.12
C -6.81248 -1.40525 -2.35867 1.1904 -0.3870 -0.4345 -0.23
C -6.96012 -2.88517 -2.95367 -0.8625 0.9852 -0.9841 -1.26
I -8.84649 -0.75634 -1.77077 0.8743 -0.1724 -0.2776 0.06
C -5.34007 1.12711 -0.04178 0.9894 1.4684 0.0264 -0.55
C -6.54677 1.20135 0.98983 -2.2774 -1.4194 -0.2406 -0.14
O -7.61987 0.57412 1.09632 4.2679 1.7969 -0.5790 -0.51
H -5.33963 -0.12532 5.39823 -0.1777 1.6192 0.4668 0.29
H -4.55387 1.55175 5.87676 -1.1711 -1.0888 -0.4146 0.26
H -6.19994 1.12027 6.56562 1.0539 -0.5509 -1.3634 0.32
H -3.44802 5.41924 -0.52674 0.0001 -0.7654 0.8657 0.13
H -0.48429 6.24970 1.63818 0.0193 -0.9221 0.3006 0.33
H -1.83253 3.22096 3.50457 -0.0952 0.2601 -0.6227 0.37
H -0.42342 2.68078 -1.57275 -1.5157 -0.5915 -0.3867 0.11
H -1.88752 -1.41047 -1.15226 -0.6548 -0.0258 -1.8662 0.17
H -2.30194 -2.73877 -2.33831 0.4665 1.9483 -0.0740 0.32
H -0.25399 -2.53478 -3.40074 -0.2912 1.9004 0.2905 0.33
H -0.27934 -0.62222 -3.55700 -0.5807 -1.3643 0.6618 0.41
H 1.16300 -0.18204 0.75663 -1.1996 -0.1065 -1.3414 0.35
H -0.60125 -0.55208 0.41751 1.1255 0.8439 -0.6381 0.26
H 0.28058 0.91754 -0.42117 -0.2296 -1.7007 0.5341 -0.40
H 2.26941 -3.11702 -0.14872 -1.6342 0.1211 -0.8805 0.34
H 0.45993 -3.18543 0.22436 1.1063 -0.1901 -1.4738 0.32
H 1.14787 -3.93605 -1.39403 0.0058 1.1802 1.3380 0.02
H 2.77901 -2.48928 -3.69630 0.8132 1.6642 0.3271 0.22
H 5.07047 -1.47582 -4.94057 -1.0111 0.7598 1.3086 0.32
H 5.95256 0.91963 -4.17169 -1.9491 -0.6456 1.0488 0.30
H 4.54472 2.40432 -2.29410 -0.3740 -1.9654 -0.7335 0.15
H 2.33669 1.39618 -1.12519 1.2494 -1.0046 -1.4773 0.16
H -6.52556 -1.22424 -0.17752 1.5991 -0.1527 -1.3165 0.67
H -6.47781 -0.62767 -3.14432 -0.5939 -1.5077 1.2018 0.47
H -7.77051 -2.82237 -3.77905 1.2981 -0.1285 1.3392 0.42
H -5.99766 -3.20583 -3.47373 -1.2253 0.2691 1.0234 0.30
H -7.34886 -3.61068 -2.16626 0.7995 0.9540 -1.0537 0.39
C 0.80705 4.24594 6.80754 -0.3980 -0.0939 -0.3156 -0.94
C 2.03649 4.04314 7.28637 -0.0371 0.9780 1.0511 0.31
C 2.94523 3.02367 6.68835 0.4400 -0.6016 -0.3926 0.96
O 4.06783 2.87898 7.13962 -0.3396 0.2835 0.1399 -0.60
C 2.43892 2.22370 5.56848 0.2483 0.1160 0.2555 -0.79
C 1.20849 2.42340 5.09110 0.0296 -0.9777 -1.0190 0.18
C 0.30926 3.46331 5.67318 -0.1844 0.5043 0.4056 0.94
O -0.80461 3.63454 5.20288 0.1176 -0.2917 -0.1349 -0.54
O 0.72750 1.68396 4.05213 -0.0631 1.0080 1.0726 -0.50
O 2.51096 4.76067 8.34073 0.0719 -0.9755 -1.0323 -0.56
H 0.13894 4.98397 7.23124 0.0302 -0.0175 -0.0264 0.45
H 3.10185 1.47552 5.15516 -0.0266 0.0285 0.0027 0.46
H -0.17681 2.01528 3.89022 0.1845 -0.1693 -0.2298 0.22
H 3.41792 4.42949 8.49314 -0.1088 0.0894 0.0211 0.35
C 7.37350 3.51181 -2.15028 0.0884 -0.3028 -0.2698 -0.87
C 7.71915 4.20152 -1.06107 -1.1155 0.8630 0.0036 0.35
C 8.97005 3.89299 -0.31058 0.7029 -0.2696 0.3479 0.87
O 9.26376 4.55589 0.66892 -0.3761 0.0392 -0.2664 -0.61
C 9.80307 2.78471 -0.78889 -0.0850 0.2888 0.2307 -0.87
C 9.45523 2.09302 -1.87615 1.0752 -0.8763 0.0339 0.35
C 8.21887 2.41966 -2.64169 -0.6906 0.2770 -0.2766 0.89
O 7.94158 1.77801 -3.64133 0.4658 -0.0087 0.2489 -0.65
O 10.21744 1.05996 -2.33026 -1.0834 0.8491 -0.0651 -0.56
O 6.94296 5.21655 -0.59145 1.0990 -0.8336 0.0191 -0.56
H 6.47002 3.72700 -2.70514 0.0583 0.0224 -0.0002 0.54
H 10.69864 2.55946 -0.22560 -0.0266 0.0086 -0.0261 0.42
H 9.75613 0.72636 -3.12462 0.1141 0.0023 0.1079 0.34
H 7.40757 5.55410 0.19956 -0.0984 -0.0028 -0.1020 0.35
C 1.57404 -8.93977 -2.97589 -0.2897 -0.2123 -0.0711 -0.86
C 2.06235 -7.86732 -2.34889 1.2839 -0.1375 -0.4716 0.31
C 1.19675 -7.00665 -1.49281 -0.5503 0.3140 0.4005 0.95
O 1.68099 -6.04489 -0.91964 0.2409 -0.5361 -0.2584 -0.58
C -0.22281 -7.35622 -1.37896 0.3283 0.2545 0.0865 -0.99
C -0.71194 -8.42674 -2.00877 -1.3501 0.1579 0.4401 0.44
C 0.15948 -9.30290 -2.84257 0.5577 -0.4324 -0.4584 0.87
O -0.31777 -10.28264 -3.38837 -0.2091 0.3275 0.2654 -0.61
O -2.02794 -8.76186 -1.91430 1.3088 -0.1739 -0.4461 -0.56
O 3.37300 -7.51607 -2.46514 -1.2772 0.1734 0.4750 -0.57
H 2.19174 -9.57368 -3.59806 -0.0199 0.0202 0.0332 0.42
H -0.84372 -6.71357 -0.76916 0.0178 -0.0302 -0.0051 0.51
H -2.12964 -9.56983 -2.45510 -0.0432 0.1030 0.0935 0.35
H 3.47590 -6.71182 -1.91932 0.0542 -0.1184 -0.0789 0.35
```
Positions in Å, forces in eV/Å.

Summary:
Multiplicity: 1
SMILES string: C/C(Cl)=C(\Cl)N1C(=O)c2c(PP(=O)(O)O)c(S)c(C(F)(F)CC[Si](C)(C)c3ccccc3)c([C@H](I)[C@@H](C)I)c2C1=O.O=C1C=C(O)C(=O)C=C1O.O=C1C=C(O)C(=O)C=C1O.O=C1C=C(O)C(=O)C=C1O
Energy in eV: -165480.863

(2)
Computed, not measured: a molecular structure, C43H39Cl2N6O4P3S4Se2V, with wB97M-V/def2-TZVPD.

Geometry as XYZ:
```
104
Properties=species:S:1:pos:R:3:forces:R:3:mulliken_spin:R:1
V 0.57823 0.87466 -0.88549 0.5880 0.3263 -1.6684 1.15
O -0.53854 1.47564 2.04968 -0.2731 0.3275 0.0817 0.00
S 0.23269 2.24910 1.12782 0.0113 1.4704 2.9914 0.02
O 0.49431 3.61714 1.51275 -0.0087 -0.0232 -0.2641 0.00
O -0.42938 2.22126 -0.25402 -0.8198 0.7128 -0.4598 -0.02
O 1.51424 1.54128 0.78379 0.1127 0.1116 -0.6454 -0.01
Se -0.36687 -3.83871 4.16531 -0.0469 -0.0392 -0.0386 0.00
P -1.62750 -2.49673 3.15154 0.1486 -0.4183 0.2028 0.00
C -2.49586 -1.37276 4.26441 0.0961 -0.1582 -0.1786 0.00
C -3.42189 -1.91139 5.15564 0.0104 0.0232 -0.0972 0.00
C -4.05591 -1.08284 6.06426 -0.0057 -0.1111 -0.0038 0.00
C -3.73161 0.26671 6.11293 0.0256 0.0186 0.0457 0.00
C -2.76817 0.78473 5.26268 0.0132 0.0672 0.0322 0.00
C -2.14612 -0.03072 4.32921 -0.1775 -0.0487 -0.0609 0.00
C -2.76628 -3.44203 2.09457 0.0650 0.1276 0.1562 0.00
C -4.14836 -3.43777 2.18446 0.1278 0.0286 -0.0137 0.00
C -4.88300 -4.22980 1.31115 -0.0921 0.0167 0.0323 0.00
C -4.24423 -4.98684 0.34479 -0.0795 -0.0860 -0.0577 0.00
C -2.85817 -4.99137 0.25782 0.0539 0.0936 0.0777 0.00
C -2.11959 -4.23320 1.14625 -0.1280 -0.0807 -0.0220 0.00
C -0.86674 -1.48032 1.85670 0.7092 0.1283 -0.3578 -0.01
C 0.43140 -1.17733 1.42948 -0.3775 -0.2779 0.2457 0.02
N 0.23480 -0.56533 0.22973 0.1905 -1.5626 1.7656 -0.05
N -1.05078 -0.46604 -0.01716 -0.8103 -0.0199 -0.1196 0.00
N -1.73998 -1.00530 0.92564 -0.1388 0.1266 -0.1077 0.00
P 2.08271 -1.52780 2.13160 0.3242 -0.1616 -0.0761 0.00
Se 3.75878 -0.51134 1.33041 0.0059 -0.0201 0.0054 0.00
C 1.94826 -1.12167 3.89454 0.0634 -0.0705 -0.1849 0.00
C 1.66413 0.21511 4.16182 -0.0938 -0.0865 0.0818 0.00
C 1.63664 0.66895 5.46956 -0.0191 0.0352 -0.0377 0.00
C 1.93326 -0.19829 6.51069 -0.0154 0.0239 0.0057 0.00
C 2.24357 -1.52127 6.23946 0.1281 -0.0752 0.0090 0.00
C 2.24981 -1.99061 4.93575 -0.0295 0.0694 -0.0130 0.00
C 2.28178 -3.29442 1.74378 -0.0615 0.1343 0.1215 0.00
C 3.22950 -4.06532 2.40977 -0.0063 0.0470 0.0011 0.00
C 3.48376 -5.36204 1.99680 0.0381 0.0226 0.0316 0.00
C 2.81423 -5.88974 0.90248 -0.0110 -0.0348 -0.0462 0.00
C 1.88130 -5.11932 0.22648 0.0553 -0.0060 -0.0280 0.00
C 1.62371 -3.82107 0.63665 -0.0513 -0.0101 0.0792 0.00
H -3.62315 -2.97551 5.13417 -0.0666 -0.0015 0.0599 0.00
H -4.79263 -1.49530 6.74017 -0.0126 0.0173 0.0365 0.00
H -4.22324 0.91145 6.82912 -0.0099 0.0189 0.0154 0.00
H -2.49438 1.82971 5.31892 -0.0237 0.0294 -0.0144 0.00
H -1.41720 0.38247 3.65056 0.0447 0.0470 -0.0333 0.00
H -4.64782 -2.82671 2.92387 -0.0336 0.0375 -0.0352 0.00
H -5.96122 -4.25036 1.38945 -0.0407 0.0258 -0.0353 0.00
H -4.82594 -5.58730 -0.34151 -0.0387 -0.0114 -0.0106 0.00
H -2.35618 -5.58490 -0.49425 -0.0004 -0.0501 -0.0089 0.00
H -1.03682 -4.26104 1.13244 0.0173 -0.0234 -0.0686 0.00
H 1.45472 0.89827 3.35297 -0.0013 0.0256 -0.0458 0.00
H 1.38954 1.70497 5.65861 0.0105 0.0123 0.0684 0.00
H 1.92782 0.15376 7.53411 -0.0180 0.0201 -0.0015 0.00
H 2.49033 -2.20007 7.04480 -0.0511 -0.0037 0.0334 0.00
H 2.45848 -3.03179 4.74648 -0.0208 0.0042 -0.0024 0.00
H 3.78718 -3.64471 3.23500 0.0533 -0.0065 -0.0170 0.00
H 4.21853 -5.95422 2.52578 0.0107 -0.0209 -0.0138 0.00
H 3.03482 -6.89113 0.55836 -0.0314 -0.0577 0.0638 0.00
H 1.35272 -5.52736 -0.62576 0.0124 0.0150 -0.0385 0.00
H 0.91613 -3.22462 0.07620 -0.0462 -0.0066 0.0688 0.00
Cl 0.03741 -2.44075 -2.43960 0.0349 -0.3708 -0.1658 0.00
C 1.62102 -1.83861 -2.93335 -0.4840 0.2372 0.0551 0.01
Cl 2.30722 -0.79063 -1.65238 0.7183 -0.9497 -0.3083 -0.01
H 1.48996 -1.23821 -3.83041 0.1269 -0.0366 0.0518 0.00
H 2.29089 -2.68286 -3.05651 0.0858 0.1562 0.0087 0.00
S -3.39947 2.42966 -1.54604 0.6228 -0.0175 -0.0895 0.01
P -1.89812 2.39791 -2.79524 -1.1135 0.3986 -0.2429 0.00
S -0.55218 0.78181 -2.82408 0.0977 0.1459 -0.5489 -0.10
C -2.58808 2.31219 -4.48648 0.1685 -0.1911 0.1262 0.00
C -3.15326 3.46934 -5.01318 0.0542 0.0013 0.0083 0.00
C -3.83406 3.42007 -6.21736 -0.0038 0.0245 0.0093 0.00
C -3.95587 2.21557 -6.89624 0.0369 -0.0179 -0.0172 0.00
C -3.39370 1.06195 -6.37143 -0.0299 -0.0735 -0.0624 0.00
C -2.71094 1.10632 -5.16542 0.0837 0.1647 0.0575 0.00
C -0.86830 3.90217 -2.88130 0.0585 -0.3394 0.0742 0.01
C -0.94810 4.89275 -1.91532 -0.0214 -0.1192 0.0746 0.00
C -0.09699 5.98615 -1.98222 0.0410 0.0215 0.0110 0.00
C 0.81249 6.09668 -3.02326 0.0169 0.0424 0.0455 0.00
C 0.86078 5.12382 -4.01412 0.0919 -0.1310 -0.0672 0.00
C 0.02825 4.01997 -3.94069 0.0016 0.0336 0.0877 0.00
H -3.05695 4.40185 -4.47111 -0.0667 0.0401 -0.0224 0.00
H -4.28016 4.31730 -6.62458 0.0144 0.0370 -0.0042 0.00
H -4.48455 2.18014 -7.83913 -0.0335 -0.0188 -0.0138 0.00
H -3.49560 0.12386 -6.90102 0.0182 -0.0199 -0.0027 0.00
H -2.26098 0.21902 -4.73963 -0.1083 -0.1030 -0.1024 0.00
H -1.66359 4.79566 -1.10929 -0.0197 -0.0676 0.0455 0.00
H -0.14134 6.73859 -1.20681 0.0096 0.0647 -0.0140 0.00
H 1.49148 6.93887 -3.06415 -0.0329 0.0468 -0.0208 0.00
H 1.55881 5.21428 -4.83710 0.0089 0.0389 -0.0018 0.00
H 0.06277 3.24190 -4.69476 0.0788 0.0342 -0.0244 0.00
C 5.34438 0.95745 -4.42435 -0.0727 0.0760 -0.1304 0.00
C 4.13578 1.84692 -4.74229 0.2271 -0.1794 0.0688 0.00
C 3.44332 2.25737 -3.49093 -0.0397 0.3479 0.3832 0.00
N 2.42401 1.67314 -2.99995 -0.0531 -0.1300 -0.8322 0.00
N 1.98270 2.15966 -1.80337 0.4238 0.4024 0.4497 -0.03
C 2.71068 3.19291 -1.37053 0.3848 -0.0171 -0.7921 0.01
N 2.54779 3.99088 -0.33616 -0.2295 -0.0021 0.4601 0.00
S 4.02748 3.55712 -2.47214 -0.3203 -0.2190 0.0467 0.00
H 5.81433 0.62745 -5.34939 0.0501 -0.0336 0.0092 0.00
H 5.03197 0.08206 -3.85658 0.0184 -0.0258 0.0197 0.00
H 6.08584 1.49984 -3.83883 0.0302 -0.0172 0.0348 0.00
H 3.42253 1.29992 -5.35866 -0.0584 0.0755 0.0088 0.00
H 4.46431 2.73062 -5.29144 -0.0870 0.0020 -0.0535 0.00
H 1.80691 3.89471 0.37139 0.0519 -0.0419 -0.1205 0.00
H 3.26938 4.66439 -0.14782 -0.0567 0.0383 -0.0050 0.00
```
Positions in Å, forces in eV/Å.

Summary:
Energy relative to the best compared isomer or geometry (same formula, charge and spin) in kJ/mol: 161.2
Multiplicity: 2